[1]
This record from the Open Molecules 2025 dataset describes C36H43AsBN6Re as an isolated structure. The level of theory is the ωB97M-V functional and the def2-TZVPD basis.

The geometry in XYZ format:
```
88
Properties=species:S:1:pos:R:3
Re 0.01 1.04 -0.02
C 2.65 0.60 -1.14
C 3.41 0.25 0.12
C 4.89 0.63 0.01
C 2.77 0.91 1.29
C 3.34 1.42 2.42
C 2.32 2.12 3.09
N 1.20 2.04 2.41
N 1.41 1.26 1.29
B -0.04 2.96 2.43
N -0.02 3.77 1.10
C 0.02 5.08 0.88
C -0.01 5.32 -0.48
C -0.05 4.08 -1.08
N -0.03 3.11 -0.10
C -0.26 3.76 -2.54
C -1.69 4.14 -2.95
C 0.07 2.32 -2.89
N -1.29 2.08 2.38
C -2.44 2.20 3.05
C -3.44 1.52 2.37
C -2.85 1.05 1.22
N -1.51 1.35 1.25
C -3.48 0.38 0.04
C -2.62 0.70 -1.16
C -3.74 -1.11 0.26
H 3.03 0.07 -2.01
H 2.65 1.68 -1.35
H 1.58 0.25 -1.12
H 3.34 -0.83 0.27
H 5.03 1.71 -0.01
H 5.30 0.22 -0.91
H 5.46 0.21 0.83
H 4.37 1.35 2.71
H 2.37 2.70 4.00
H -0.03 3.68 3.38
H 0.04 5.77 1.71
H -0.02 6.28 -0.97
H 0.43 4.39 -3.10
H -2.43 3.54 -2.42
H -1.82 3.98 -4.02
H -1.89 5.19 -2.74
H -0.47 1.60 -2.22
H 1.14 2.13 -2.88
H -0.31 2.04 -3.87
H -2.47 2.77 3.97
H -4.47 1.43 2.66
H -4.45 0.86 -0.10
H -1.60 0.23 -1.05
H -2.54 1.77 -1.34
H -2.95 0.21 -2.08
H -2.82 -1.68 0.34
H -4.33 -1.50 -0.57
H -4.31 -1.27 1.18
C 4.17 -3.95 -0.08
C 3.55 -3.68 1.13
C 2.34 -2.99 1.15
C 1.76 -2.59 -0.05
C 2.37 -2.88 -1.27
C 3.58 -3.56 -1.28
As 0.08 -1.63 0.01
C -0.82 -2.22 -1.59
C -1.81 -3.19 -1.59
C -2.37 -3.60 -2.80
C -1.94 -3.04 -4.00
C -0.95 -2.07 -4.00
C -0.39 -1.65 -2.80
C -0.74 -2.36 1.58
C -0.94 -3.74 1.66
C -1.50 -4.29 2.80
C -1.85 -3.47 3.87
C -1.62 -2.10 3.80
C -1.07 -1.54 2.66
H 5.11 -4.50 -0.10
H 4.00 -4.01 2.05
H 1.86 -2.79 2.10
H 1.90 -2.61 -2.21
H 4.05 -3.81 -2.22
H -2.16 -3.64 -0.67
H -3.13 -4.36 -2.80
H -2.37 -3.37 -4.93
H -0.60 -1.64 -4.93
H 0.39 -0.90 -2.81
H -0.62 -4.39 0.85
H -1.66 -5.35 2.86
H -2.29 -3.90 4.75
H -1.87 -1.47 4.65
H -0.88 -0.48 2.64
```

The calculation puts the gap between HOMO and LUMO (spin up / spin down) at 4.88 / 5.31 eV. As for the charge: +3. The value obtained for the energy above the lowest of the compared OMol25 structures with the same formula, charge and spin is 0.0 kcal/mol. The highest occupied orbital energy (spin up / spin down) comes out at -16.727 / -16.723 eV. For the LUMO energy (spin up / spin down), the calculation gives -11.85 / -11.41 eV. The spin multiplicity is 2.

---

[2]
This record from the Open Molecules 2025 dataset describes a 2-piece molecular cluster, C36H43BN2O2S overall in a non-equilibrium geometry. The level of theory is the ωB97M-V functional and the def2-TZVPD basis.

The geometry in XYZ format:
```
85
Properties=species:S:1:pos:R:3
C 2.10 -5.25 -0.56
C 1.72 -3.81 -0.51
C 2.29 -2.93 0.40
C 2.10 -1.59 0.01
C 1.64 -1.45 -1.29
B -1.61 -0.80 0.88
C -0.99 -0.39 2.24
C -1.64 -0.88 3.39
C -1.26 -0.52 4.67
C -0.06 0.23 4.86
N 0.35 0.38 6.16
C 1.71 0.75 6.52
C -0.52 -0.06 7.25
C 0.70 0.63 3.73
C 0.18 0.37 2.45
O -1.87 -0.13 -0.29
C -2.91 -0.91 -0.97
C -3.96 0.10 -1.34
C -2.44 -1.59 -2.26
C -3.29 -1.96 0.17
C -4.31 -1.42 1.21
C -3.67 -3.35 -0.29
O -2.05 -2.12 0.87
S 1.13 -2.99 -1.97
H 3.18 -5.32 -0.82
H 1.93 -5.77 0.39
H 1.52 -5.72 -1.35
H 2.81 -3.21 1.33
H 2.39 -0.72 0.59
H -2.40 -1.65 3.32
H -1.86 -0.83 5.54
H 2.41 -0.05 6.23
H 2.01 1.67 6.01
H 1.74 0.88 7.62
H -1.52 0.41 7.14
H -0.67 -1.15 7.19
H -0.06 0.21 8.22
H 1.63 1.18 3.93
H 0.78 0.69 1.60
H -4.85 -0.37 -1.75
H -4.21 0.71 -0.46
H -3.54 0.75 -2.12
H -3.29 -2.18 -2.62
H -2.24 -0.84 -3.03
H -1.56 -2.21 -2.10
H -5.31 -1.27 0.80
H -4.41 -2.15 2.03
H -3.98 -0.46 1.66
H -4.54 -3.36 -0.94
H -2.86 -3.84 -0.84
H -3.92 -4.01 0.54
C 5.46 2.35 -0.60
N 4.03 2.08 -0.61
C 3.46 0.86 -0.77
C 2.10 0.94 -1.02
C 1.57 -0.13 -1.92
C 0.44 0.20 -2.91
C -0.65 1.03 -2.69
C -1.38 1.51 -3.81
C -0.94 1.18 -5.09
C -1.58 1.76 -6.32
C 0.12 0.30 -5.29
C 0.75 -0.25 -4.19
C 1.76 2.34 -0.82
C 0.58 3.08 -0.74
C 0.66 4.49 -0.78
C 1.91 5.14 -0.73
C 3.11 4.42 -0.65
C 3.01 3.04 -0.68
H 5.71 3.06 0.20
H 5.96 1.39 -0.45
H 5.82 2.74 -1.57
H 4.06 -0.04 -0.69
H 2.40 -0.21 -2.64
H -1.03 1.22 -1.69
H -2.18 2.25 -3.71
H -0.77 1.95 -7.05
H -2.32 1.08 -6.79
H -2.07 2.72 -6.07
H 0.51 0.09 -6.28
H 1.54 -1.01 -4.32
H -0.36 2.57 -0.53
H -0.27 5.07 -0.83
H 1.95 6.22 -0.83
H 4.11 4.86 -0.57
```

The calculation puts the gap between HOMO and LUMO at 7.81 eV. As for the charge: 0. The value obtained for the energy above the lowest of the compared OMol25 structures with the same formula, charge and spin is 0.0 kcal/mol. The SMILES is Cc1ccc([C@H](c2ccc(C)s2)c2cn(C)c3ccccc23)cc1.CN(C)c1ccc(B2OC(C)(C)C(C)(C)O2)cc1. The highest occupied orbital energy comes out at -7.198 eV. For the LUMO energy, the calculation gives 0.61 eV.